This record from OMol25 describes a molecular structure, C57H52N5NaO2P2Se. The level of theory is ωB97M-V/def2-TZVPD.

Output
- Maximum force: 0.84 eV Å⁻¹
- HOMO-LUMO gap: 0.237 Ha
- Charge: 0

Atoms and positions in Å:
Se  -0.757  2.265  1.345
P  2.251  0.062  1.350
P  1.932  -2.665  -0.723
Na  -0.053  -0.213  -0.497
O  -0.506  7.368  -0.124
O  1.504  0.196  -1.793
N  1.379  5.619  -5.084
N  1.679  4.449  -5.391
N  -1.743  2.413  4.010
N  -1.762  4.350  3.019
N  -0.693  1.751  -1.992
C  3.125  -5.259  -0.456
C  -0.606  7.440  -2.555
C  1.862  -4.431  1.404
C  -1.538  8.335  -0.083
C  2.852  2.528  0.253
C  3.494  -1.294  1.103
C  3.637  3.640  -0.027
C  2.625  1.432  -3.476
C  1.169  -0.409  5.830
C  -1.954  3.431  -3.132
C  4.583  1.681  1.680
C  -3.088  5.559  6.273
C  1.318  -4.188  -2.968
C  -3.002  -0.589  -1.374
C  1.513  3.333  -4.502
C  2.758  -2.321  -3.403
C  -0.903  3.711  -3.954
C  -1.457  3.040  2.840
C  1.531  1.138  -2.651
C  2.009  -3.711  -5.220
C  0.975  6.059  -1.371
C  2.175  -5.569  2.136
C  1.473  5.577  -2.564
C  -3.210  -0.554  -0.002
C  0.796  -0.819  3.492
C  3.312  1.536  1.118
C  -2.638  3.172  6.262
C  -2.240  4.551  4.310
C  -2.018  -2.647  0.256
C  -0.082  6.963  -3.753
C  2.595  2.495  -4.381
C  -2.716  -1.572  0.803
C  -2.670  5.698  4.956
C  1.298  -4.495  -4.320
C  0.431  -1.008  4.818
C  1.916  -0.058  3.151
C  -1.553  -3.783  1.125
C  2.270  0.372  5.505
C  3.430  -6.403  0.266
C  2.059  -3.104  -2.490
C  -3.071  4.320  6.914
C  2.642  0.540  4.178
C  0.918  6.007  -3.770
C  4.884  3.783  0.558
C  2.329  -4.257  0.101
C  -0.076  6.976  -1.360
C  -1.783  2.465  -2.125
C  3.505  -1.770  -0.354
C  -1.616  5.397  2.025
C  2.956  -6.561  1.563
C  -2.273  -1.633  -1.930
C  0.328  3.038  -3.775
C  2.733  -2.622  -4.759
C  -2.225  3.313  4.949
C  5.359  2.799  1.416
C  0.357  1.998  -2.819
C  -1.789  -2.654  -1.120
H  2.271  4.847  -2.560
H  -2.399  -4.398  1.438
H  4.987  0.907  2.322
H  3.502  -5.149  -1.465
H  0.189  -1.258  2.704
H  1.883  2.423  -0.219
H  -3.401  4.251  7.942
H  3.275  -1.995  -5.456
H  4.354  -2.431  -0.538
H  0.726  -5.346  -4.671
H  -2.880  -1.534  1.875
H  -1.723  8.540  0.969
H  1.381  5.736  -0.419
H  -2.579  5.877  1.850
H  -1.238  9.261  -0.579
H  -3.387  0.197  -2.007
H  3.301  -1.450  -3.066
H  -2.625  2.213  6.764
H  0.759  -4.807  -2.274
H  -3.743  0.277  0.444
H  3.493  1.168  3.947
H  -1.001  4.446  -4.741
H  -2.903  3.943  -3.234
H  6.339  2.894  1.867
H  -2.077  -1.653  -2.995
H  3.559  -0.914  -1.028
H  1.991  -3.945  -6.277
H  -3.431  6.431  6.815
H  3.272  4.387  -0.720
H  -0.845  -4.425  0.600
H  -2.455  7.960  -0.547
H  4.046  -7.174  -0.181
H  0.885  -0.545  6.867
H  2.844  0.853  6.287
H  5.493  4.653  0.340
H  -0.461  7.331  -4.698
H  1.245  -3.658  1.853
H  3.466  2.708  -4.992
H  -1.231  -3.469  -1.566
H  -0.892  6.137  2.363
H  1.802  -5.680  3.147
H  4.487  -0.953  1.397
H  -0.432  -1.618  5.059
H  3.521  0.830  -3.385
H  -1.268  4.943  1.102
H  -1.539  1.437  4.136
H  -2.573  2.286  -1.401
H  3.194  -7.458  2.122
H  3.233  -2.114  1.777
H  -1.064  -3.420  2.033
H  -1.403  8.169  -2.578
H  -2.676  6.659  4.458